Run P
{"formula": "C3H14NO4", "method": "ωB97M-V/def2-TZVPD", "elements": ["C", "O", "C", "C", "O", "N", "H", "H", "H", "H", "H", "H", "H", "H", "H", "H", "H", "H", "O", "H", "H", "O"], "coordinates": [[-0.8196, 1.3051, 1.5400], [-2.1794, 0.8995, 1.6920], [-0.2437, 0.7101, 0.2551], [1.0557, 1.4887, -0.0447], [2.1447, 0.5454, 0.2615], [-0.0124, -0.7604, 0.3035], [-0.2622, 0.9937, 2.4183], [-0.6632, 2.4013, 1.5386], [-2.3278, 0.9773, 2.6300], [-0.9889, 0.9727, -0.5151], [1.2433, 1.5512, -1.1202], [1.2203, 2.3243, 0.6365], [2.8492, 0.8588, 0.8141], [-0.5812, -1.2681, 0.9917], [-0.3053, -1.2297, -0.5565], [0.9823, -0.9507, 0.4807], [2.7277, -1.7155, -1.2874], [2.4773, -3.0773, -1.5978], [2.3371, -2.4828, -0.8346], [-3.0882, -0.6277, -3.0960], [-2.3424, -1.7999, -2.5726], [-2.3442, -0.8270, -2.5164]], "nbo_charge": [-0.08, -0.70, -0.12, -0.08, -0.78, -0.68, 0.18, 0.19, 0.48, 0.26, 0.22, 0.22, 0.51, 0.45, 0.45, 0.48, 0.47, 0.48, -0.95, 0.49, 0.47, -0.96], "charge": 1, "gap_ev": 11.6}



Run Q
{"formula": "C3H14NO4", "method": "ωB97M-V/def2-TZVPD", "elements": ["C", "C", "C", "N", "H", "H", "H", "H", "H", "H", "H", "H", "O", "H", "H", "O", "H", "H", "O", "H", "H", "O"], "coordinates": [[-2.0307, -0.2189, -0.2494], [-2.9345, 0.7088, -0.5600], [-0.3193, 0.3953, -1.7618], [-0.6496, -0.0897, -0.6208], [-2.1963, -0.9654, 0.5100], [-2.9717, 1.4696, -1.3317], [-3.9108, 0.6121, -0.0960], [0.6807, 0.6495, -2.0705], [-1.1170, 0.5779, -2.4729], [0.0542, -0.5716, -0.0490], [1.9162, -2.2770, 1.2941], [2.1080, -0.9079, 0.8807], [1.5388, -1.6884, 0.6569], [0.5488, -2.3783, -2.3847], [1.7819, -2.0811, -1.7226], [1.0595, -1.5986, -2.1194], [1.6746, 0.6154, 2.2863], [2.7863, 1.0896, 1.4064], [2.5748, 0.3897, 2.0062], [-0.2419, 2.0825, 2.9239], [-0.3016, 2.4495, 1.4279], [-0.0504, 1.7369, 2.0466]], "nbo_charge": [-0.06, -0.34, 0.16, -0.44, 0.24, 0.22, 0.24, 0.24, 0.21, 0.49, 0.49, 0.50, -1.01, 0.48, 0.50, -0.96, 0.50, 0.48, -0.94, 0.50, 0.49, -0.97], "charge": 1, "gap_ev": 9.8}



Run R
{"formula": "C3H14NO4", "method": "ωB97M-V/def2-TZVPD", "elements": ["O", "C", "C", "C", "N", "H", "H", "H", "H", "H", "H", "H", "H", "H", "H", "O", "H", "H", "O", "H", "H", "O"], "coordinates": [[1.3549, 1.3381, -1.8571], [1.5468, 1.6261, -0.6858], [1.0968, 0.7350, 0.4286], [-0.2319, 1.2389, 1.0406], [0.6437, -0.6150, -0.1385], [1.6240, 2.6298, -0.2715], [1.8709, 0.4890, 1.1859], [-1.0261, 1.6374, 0.1345], [-0.0778, 2.1837, 1.6398], [-0.7422, 0.4733, 1.7476], [1.1252, -0.8841, -0.9897], [-0.3017, -0.6828, -0.3640], [0.9116, -1.4120, 0.5988], [-3.9326, 2.6564, 0.2641], [-3.9343, 1.7088, -0.8768], [-3.3037, 2.1325, -0.2316], [1.3407, -2.7920, -2.4885], [0.5296, -1.6471, -3.1304], [0.6984, -2.1211, -2.2284], [0.4196, -2.3491, 2.6875], [-0.1181, -3.5172, 1.6911], [0.5060, -2.8287, 1.8440]], "nbo_charge": [-0.48, 0.42, -0.17, -0.67, -0.72, 0.15, 0.24, 0.28, 0.25, 0.24, 0.47, 0.43, 0.48, 0.48, 0.48, -0.95, 0.50, 0.51, -0.97, 0.50, 0.51, -0.98], "charge": 1, "gap_ev": 11.1}



Stability ranking, top and bottom: run P is the most stable and run Q is the least stable.